Record 1
{"formula": "C17H10IrN2O6", "method": "the ωB97M-V functional and the def2-TZVPD basis", "spin_multiplicity": 6, "molar_mass_g_mol": 530.49, "total_energy_ha": -1318.36771, "lumo_ev": [-7.39, -10.96], "charge": 2, "s2": 8.81, "symbols": ["Ir", "O", "C", "O", "C", "C", "C", "C", "C", "N", "C", "O", "O", "H", "H", "H", "H", "O", "C", "O", "C", "C", "C", "C", "C", "C", "C", "C", "C", "N", "H", "H", "H", "H", "H", "H"], "xyz": [[-1.1036, 0.0775, -0.3795], [-3.1537, 2.6773, 2.4409], [-2.4003, 1.8669, 1.7844], [-2.3796, 1.7600, 0.5596], [-1.4536, 1.0349, 2.5995], [-1.2328, 1.1204, 3.9695], [-0.2384, 0.3203, 4.5263], [0.5308, -0.5066, 3.7120], [0.2274, -0.5498, 2.3550], [-0.7518, 0.1977, 1.8376], [0.9052, -1.3056, 1.2574], [1.3508, -2.4950, 1.5135], [0.9309, -0.7895, 0.1350], [-3.7405, 3.2336, 1.8898], [-1.8281, 1.7888, 4.5750], [-0.0639, 0.3538, 5.5930], [1.3444, -1.0946, 4.1119], [-3.4273, -2.7385, -2.4089], [-2.4171, -2.3349, -1.9084], [-2.0800, -1.1313, -1.6493], [-1.3171, -3.3661, -1.5385], [-1.4343, -4.6780, -2.0232], [-0.4496, -5.5595, -1.6638], [0.6466, -5.1714, -0.8556], [1.6636, -6.0418, -0.4319], [2.6720, -5.6212, 0.4458], [2.7504, -4.3342, 0.8720], [1.8282, -3.2738, 0.3756], [0.6693, -3.7979, -0.4417], [-0.3030, -3.0049, -0.8043], [-2.2894, -4.9264, -2.6377], [-0.5160, -6.5884, -1.9975], [1.6442, -7.0647, -0.7737], [3.3930, -6.3455, 0.7942], [3.5003, -4.0209, 1.5794], [2.3954, -2.5678, -0.2628]]}

Record 2
{"formula": "C4H14N3", "method": "the ωB97M-V functional and the def2-TZVPD basis", "molar_mass_g_mol": 104.18, "total_energy_ha": -324.83702, "lumo_ev": -3.04, "charge": 1, "symbols": ["C", "C", "C", "C", "N", "N", "N", "H", "H", "H", "H", "H", "H", "H", "H", "H", "H", "H", "H", "H", "H"], "xyz": [[-1.7800, 0.9235, 1.4984], [0.5561, 0.5597, 0.7402], [-2.5905, 0.6025, -1.3690], [-0.9043, 0.6972, 0.2969], [2.9914, -2.1024, -0.3697], [-1.2306, 0.6219, -0.9232], [1.4848, 0.0053, -0.2839], [-1.2891, 1.6028, 2.1920], [-1.9464, -0.0199, 2.0173], [-2.7423, 1.3449, 1.2286], [2.1641, 0.7168, -0.5591], [0.9046, 1.5500, 1.0439], [0.5781, -0.0809, 1.6234], [-2.8450, 1.5732, -1.7934], [-2.6549, -0.1392, -2.1655], [-3.3131, 0.3528, -0.5884], [3.7951, -1.7571, -0.8858], [3.3348, -2.5331, 0.4823], [0.8637, -0.1277, -1.1026], [2.0648, -0.9604, -0.1527], [2.5586, -2.8299, -0.9297]]}